C21H24N5O8Ru | ωB97M-V/def2-TZVPD

CARTESIAN COORDINATES (ANGSTROEM)
Ru (-0.04905, -0.70480, 1.14984)
C (4.31371, -1.62184, 2.51817)
C (3.14255, -1.45606, 1.56575)
O (1.98828, -1.59610, 2.01785)
C (3.47692, -1.24618, 0.21164)
C (2.59436, -1.16100, -0.86642)
C (3.14123, -1.18537, -2.26775)
N (1.28212, -1.09281, -0.72500)
N (0.52778, -0.96783, -1.80895)
C (-0.78566, -1.16203, -1.62377)
O (-1.29044, -1.61805, -0.57223)
C (-1.66665, -0.77527, -2.75183)
C (-1.17636, -0.47016, -4.01855)
C (-2.04223, -0.03469, -5.00467)
C (-3.39759, 0.09092, -4.74367)
C (-3.89309, -0.22220, -3.48819)
C (-3.03355, -0.65865, -2.49921)
H (3.95800, -1.66527, 3.54321)
H (5.01301, -0.79666, 2.41577)
H (4.84671, -2.54224, 2.28609)
H (4.52959, -1.22858, -0.02194)
H (4.22679, -1.21199, -2.26957)
H (2.78272, -0.31323, -2.81116)
H (2.74731, -2.06301, -2.78083)
H (-0.12081, -0.57643, -4.21222)
H (-1.66353, 0.21601, -5.98455)
H (-4.06931, 0.42454, -5.51963)
H (-4.94950, -0.11916, -3.28207)
H (-3.39037, -0.90137, -1.50938)
O (0.64849, -3.97566, 3.65169)
C (-0.04929, -2.93685, 3.19692)
O (-0.55567, -2.91889, 2.10229)
C (-0.16853, -1.80579, 4.19939)
O (-0.88054, -0.76366, 3.57336)
C (-0.68383, 0.50159, 4.16568)
C (0.69534, 1.14896, 3.70504)
O (1.34245, 1.73515, 4.55613)
O (0.94642, 1.01906, 2.48752)
H (0.74046, -4.63767, 2.94425)
H (0.84221, -1.49655, 4.49782)
H (-0.71318, -2.15629, 5.08933)
H (-0.72809, 0.45079, 5.25917)
H (-1.48260, 1.14587, 3.78782)
C (-3.57828, 2.71517, -0.60910)
N (-2.13690, 2.63130, -0.61823)
C (-1.36470, 3.55849, -1.21357)
C (-0.00948, 3.46532, -1.23109)
C (0.57473, 2.32058, -0.60962)
N (-0.20832, 1.42058, -0.04765)
C (-1.54406, 1.54411, 0.04226)
O (-2.22954, 0.76112, 0.67910)
N (1.88687, 2.07093, -0.58240)
H (-3.89096, 3.73995, -0.78709)
H (-3.94467, 2.37438, 0.35716)
H (-3.99998, 2.06135, -1.37389)
H (-1.88430, 4.39556, -1.66218)
H (0.60037, 4.22653, -1.68597)
H (2.56690, 2.76419, -0.83650)
H (2.16573, 1.29989, 0.01562)

Energy relative to the best compared isomer or geometry (same formula, charge and spin) = 22.6 kcal per mole
Strongest force on any atom = 3.5 eV/A
Multiplicity = 2
<S²> = 0.897